A cluster of 3 separate species, C27H52BN5O8P in total at a distorted geometry. Source: the OMol25 dataset; level of theory: ωB97M-V/def2-TZVPD.

The value obtained for the highest occupied orbital energy is -10.661 eV. For the total energy, the calculation gives -62629.913 eV. As for the total charge: +1. The strongest force on any atom comes out at 2.35 eV Å⁻¹.

Positions of all 94 atoms, in Å:
C: -5.28 -3.44 2.72
C: -5.26 -3.22 1.39
C: -4.01 -3.28 0.52
C: -2.92 -2.38 1.10
C: -3.33 -0.91 0.89
C: -3.73 -0.52 -0.55
O: -5.12 -0.20 -0.56
C: -5.43 1.00 -1.23
O: -5.47 0.79 -2.61
C: -4.44 1.43 -3.37
C: -5.10 2.41 -4.35
O: -5.80 1.66 -5.34
N: -2.40 0.03 1.53
C: -1.06 -0.22 0.97
P: 0.17 1.08 1.52
N: 0.99 1.57 0.26
C: -0.58 -1.64 1.28
C: -0.32 -1.89 2.78
N: -1.51 -2.70 0.69
B: -1.28 -2.88 -0.85
O: -0.64 -1.90 -1.57
N: -1.73 -4.11 -1.52
C: -2.83 -3.80 -2.50
C: -0.57 -4.56 -2.36
C: -0.99 -4.01 1.21
C: -1.67 -4.80 2.11
C: -1.06 -6.01 2.48
C: 0.17 -6.27 1.89
C: 0.78 -5.38 1.02
N: 0.19 -4.24 0.68
H: -6.06 -2.95 3.30
H: -4.64 -4.12 3.26
H: -6.21 -3.02 0.90
H: -3.71 -4.34 0.48
H: -4.32 -3.03 -0.49
H: -2.99 -2.48 2.18
H: -4.25 -0.84 1.48
H: -3.58 -1.31 -1.29
H: -3.16 0.37 -0.84
H: -6.44 1.26 -0.90
H: -4.76 1.82 -0.94
H: -3.67 1.91 -2.75
H: -3.94 0.64 -3.94
H: -4.37 3.10 -4.79
H: -5.87 2.92 -3.78
H: -5.26 1.64 -6.13
H: -2.71 0.96 1.29
H: -1.10 -0.02 -0.11
H: 1.06 0.53 2.48
H: -0.58 2.11 2.14
H: 1.98 1.38 0.42
H: 0.40 -1.69 0.79
H: 0.51 -2.57 2.93
H: -0.06 -0.97 3.30
H: -1.20 -2.28 3.29
H: 0.29 -1.79 -1.33
H: -2.69 -4.36 -3.42
H: -2.91 -2.73 -2.74
H: -3.76 -4.18 -2.08
H: 0.39 -4.40 -1.86
H: -0.52 -4.02 -3.31
H: -0.68 -5.63 -2.52
H: -2.63 -4.52 2.52
H: -1.53 -6.69 3.18
H: 0.67 -7.21 2.12
H: 1.74 -5.62 0.59
O: 3.87 1.18 -0.04
C: 4.45 1.99 -0.73
O: 3.78 2.53 -1.75
C: 4.29 3.62 -2.54
C: 5.18 3.14 -3.66
C: 5.90 2.33 -0.50
H: 4.77 4.36 -1.90
H: 3.40 4.10 -2.95
H: 6.07 2.64 -3.27
H: 5.50 3.98 -4.28
H: 4.65 2.42 -4.28
H: 6.51 1.59 -1.02
H: 6.10 2.27 0.57
H: 6.18 3.33 -0.82
O: 5.95 5.20 -0.17
C: 5.94 5.60 0.97
O: 7.10 5.68 1.63
C: 7.23 6.30 2.91
C: 6.91 5.34 4.04
C: 4.65 5.91 1.68
H: 6.64 7.21 2.96
H: 8.28 6.60 2.97
H: 5.88 5.01 4.00
H: 7.08 5.82 5.01
H: 7.54 4.46 3.97
H: 4.24 4.98 2.09
H: 3.95 6.31 0.95
H: 4.74 6.64 2.47